This record from the OMol25 dataset describes a structure of composition C49H59BBrKN9P2Sb. The level of theory is ωB97M-V with the def2-TZVPD basis set.

Calculated values
total energy	-177343.2651	eV
ΔE to the lowest compared entry with this formula, charge and spin	0.0	kcal/mol
HOMO-LUMO gap	7.784	eV

XYZ file:
```
123
Properties=species:S:1:pos:R:3:forces:R:3:mulliken_charge:R:1
H -2.42558 -2.46242 -2.78344 0.0 0.0 0.0 0.50
C -0.20038 -3.64866 1.83903 -0.1 -0.1 0.0 0.70
C 0.85661 -2.02821 4.49000 0.0 0.0 -0.1 -1.41
C -1.39192 -2.52903 -3.14015 0.0 0.1 0.0 0.49
C 3.55560 2.50970 -1.56084 0.0 0.0 0.0 -0.38
C 5.37927 0.06629 0.77666 0.0 0.0 0.0 -0.48
H -4.85044 -0.23425 4.73598 0.0 0.0 0.0 0.39
H 5.43963 -3.24139 1.49833 0.0 0.0 0.0 0.43
H -2.21325 -6.03308 0.49033 0.0 0.0 0.0 0.47
C -4.51712 -0.18651 -0.42756 0.1 0.1 0.0 -1.64
H 0.18302 -1.40437 5.08441 0.0 0.0 0.0 0.21
C 3.61763 0.31408 4.97560 0.0 0.0 0.1 -0.38
H 0.49365 1.41286 -5.69755 0.0 0.0 0.0 0.23
H -3.57332 -1.71027 -4.93375 0.0 0.1 0.0 0.31
H 2.00803 -0.52065 -4.77177 0.0 0.0 0.0 0.24
C 1.39738 1.20748 5.20935 0.0 -0.1 0.0 -0.28
H -3.45103 1.39335 3.47584 0.0 0.0 0.0 0.42
C 2.41430 -1.06110 -1.27760 0.1 -0.1 0.0 -0.44
C -2.06640 -0.09690 2.81894 0.0 0.0 0.0 0.33
C -0.51730 3.26423 2.62654 0.1 0.0 0.1 -0.57
N 2.56860 2.59278 -0.66963 0.0 0.1 -0.1 0.19
H 1.81267 -2.09127 5.00460 0.1 0.0 0.0 0.37
N -1.87394 3.55499 -1.39438 0.0 0.0 -0.1 -0.09
C 2.58563 4.97418 -0.94720 0.0 -0.1 0.0 -0.60
C -1.58771 3.97496 3.18693 0.0 0.0 -0.1 -1.46
H -1.99108 -3.13905 -5.16614 0.1 0.0 0.1 0.32
N -0.71715 2.96677 -1.75968 0.0 0.1 0.0 1.01
N -2.03738 3.30627 1.12501 0.0 0.0 0.0 -0.28
C -0.25871 3.66827 -2.78836 0.1 0.0 0.0 -0.52
C -3.51497 -0.64414 -5.17121 -0.1 -0.1 0.0 -1.43
H 1.58842 -6.47654 2.40783 0.0 0.0 0.0 0.44
H 6.77000 -1.51257 0.33908 0.0 0.0 0.0 0.38
C -3.18767 0.34324 3.50528 0.0 0.0 0.0 -0.67
H 2.16338 5.93429 -0.69072 0.0 0.0 0.0 0.52
Sb -0.87483 -0.43242 -3.52957 -0.1 -0.1 0.0 -0.27
C 3.61884 4.85643 -1.85579 0.0 0.1 0.0 0.03
H -1.00951 5.46636 -3.88785 0.0 0.0 0.0 0.48
H -4.22167 -2.62139 4.77579 0.0 0.0 0.0 0.41
N -2.38292 0.54992 -0.40718 -0.1 0.0 0.0 1.68
C 5.08559 -2.21781 1.46615 0.0 0.0 0.0 -0.76
H -3.74993 3.75800 -0.21746 -0.1 0.0 0.0 -0.25
H 3.92496 -2.42910 -1.98976 0.0 0.0 0.0 0.22
H -2.22411 -3.39952 3.56949 0.0 0.0 0.0 0.35
H -5.30443 1.90804 -0.36694 0.0 0.0 0.0 0.50
H -1.01045 0.98054 -6.50739 0.0 0.0 0.0 0.26
C -0.51139 -3.07769 -2.02308 0.1 -0.1 0.0 -0.78
H 5.95613 0.82612 0.26412 0.0 0.0 0.0 0.44
C 3.93162 0.77429 6.24852 0.0 0.0 -0.1 -0.75
H -2.59395 2.23548 -3.44972 0.0 0.0 0.1 -0.01
H 4.92044 3.49765 -2.90369 0.0 0.0 0.0 0.45
H 3.22434 1.79944 7.99465 0.0 0.0 0.0 0.38
C 5.83316 -1.24757 0.81400 0.0 0.0 0.0 -0.65
C 3.88900 -1.87674 2.08448 0.0 0.0 0.0 -0.02
N -0.79235 2.86219 1.39014 0.0 0.1 0.1 0.52
C -3.01333 1.66067 -4.27222 0.0 0.0 -0.1 -1.14
H 4.36813 -0.20804 4.39492 0.0 0.0 0.0 0.42
C 4.12293 3.61007 -2.18368 0.0 -0.1 0.0 -0.65
H -5.37417 -0.83714 -0.44255 0.0 0.0 0.0 0.55
N -3.21728 1.60793 -0.38088 0.0 0.0 0.0 0.37
H -2.94894 -0.53584 -6.10075 0.0 0.0 0.0 0.22
C -0.02265 -0.69181 -5.51319 -0.1 -0.1 0.1 0.36
H -0.51562 -2.45844 -1.12292 0.0 0.1 0.0 -0.21
C 4.18133 0.40173 1.38854 0.0 -0.1 0.0 -0.83
H 4.92404 0.61018 6.64904 0.0 0.0 0.0 0.42
P 1.83383 -0.01848 2.78390 0.2 -0.1 -0.2 0.92
H -3.43114 -0.07908 -3.10590 -0.1 0.0 0.0 -0.20
C -1.11390 4.73285 -3.10754 -0.1 -0.1 0.1 -1.52
H -2.11201 -3.60554 0.85089 0.0 0.0 0.0 0.44
P -0.14975 -1.82992 1.93616 -0.3 0.1 0.0 0.47
H -0.33205 -3.54764 -4.74038 0.0 0.0 0.0 0.26
N 1.03315 -1.51397 3.12762 0.0 0.0 0.1 0.90
C 0.83106 -4.47616 2.27077 0.0 0.0 0.0 -0.50
K 0.32845 0.88734 -0.26267 0.1 -0.1 0.0 2.76
H -3.03140 5.19428 -2.04844 0.0 0.0 0.0 0.49
C -3.15837 -0.52834 -0.43355 0.1 0.0 0.0 -0.49
H 1.88085 -1.41504 -6.28892 0.0 0.0 0.0 0.41
C -2.90296 0.16080 -4.03252 0.1 0.0 0.0 0.92
C 0.77584 -5.84978 2.06228 0.0 0.1 0.0 -0.60
C -2.53460 3.97399 2.18127 0.0 0.0 0.1 -0.26
C 3.42924 -0.56622 2.05708 0.0 0.1 0.0 0.15
C -3.96624 -0.56823 4.20730 0.0 0.0 0.0 -0.80
H 0.40730 1.38485 4.80207 0.0 0.0 0.0 0.55
H 0.96281 2.17791 7.06987 0.0 0.0 0.0 0.44
H 1.68341 -4.05043 2.78463 0.0 0.0 0.0 0.07
H -0.63394 -1.42001 -6.05170 0.1 0.0 0.0 0.35
C -2.48761 -2.34892 3.54364 0.0 0.0 0.1 -0.48
H -0.35920 -7.48474 1.26232 0.0 0.0 0.0 0.38
C -1.34678 -3.46102 -4.34430 0.0 0.0 -0.1 -1.59
H 3.29956 -2.62554 2.59279 0.0 -0.1 0.0 0.13
C 2.97742 1.43970 7.00376 0.0 0.0 0.0 -0.61
H 0.67302 3.38327 -3.25796 0.0 0.0 0.0 0.60
H 0.53859 0.52604 -7.22054 0.0 0.0 0.0 0.43
H -2.49794 1.96666 -5.18742 0.0 0.0 0.0 0.27
Br 4.33827 6.39983 -2.67290 0.0 0.0 0.0 -0.16
H -0.81638 -4.08778 -1.72871 0.0 0.0 0.0 0.40
H -3.52015 4.40792 2.13920 0.0 0.0 0.0 0.51
H 0.44005 3.02342 3.06532 0.0 0.0 0.0 0.74
C -1.35511 -5.60008 0.98900 0.0 0.0 0.0 -0.64
H 1.24486 3.83769 0.29496 0.0 0.0 0.0 0.32
H 0.42669 -3.02887 4.44316 0.0 0.0 0.0 0.59
H 3.81236 1.41925 1.33437 0.0 0.0 0.0 0.41
B -2.75821 3.08065 -0.22601 0.0 -0.1 0.0 -0.51
C 1.70736 1.65402 6.48417 0.0 0.0 0.0 -0.85
H -1.65752 4.42796 4.16064 0.0 0.0 0.0 0.45
H -4.53512 -0.29821 -5.37321 0.0 0.0 0.0 0.50
H -2.70543 -1.51019 -0.45460 0.0 0.0 0.0 0.00
N 3.21708 -1.80482 -1.66746 0.0 0.1 0.0 -0.08
C -0.31515 -6.41506 1.42246 0.0 0.0 0.0 -0.70
C -2.13790 4.60900 -2.19133 0.0 0.1 0.0 -0.44
C -1.70306 -1.44638 2.83373 0.0 0.1 -0.1 0.53
H 1.40658 -2.17626 -4.76615 0.0 0.0 0.0 0.27
C -4.49812 1.19301 -0.38992 -0.1 0.0 0.0 -0.62
H 0.52867 -3.14120 -2.35866 0.0 0.0 0.0 0.16
C -1.29380 -4.23231 1.19176 0.0 0.1 0.0 -0.86
C 2.09106 3.80419 -0.38424 0.0 0.0 -0.1 -0.45
C -0.00483 0.62704 -6.27410 0.0 0.0 -0.1 -1.45
C 1.39177 -1.23656 -5.32469 0.0 0.0 -0.1 -1.44
C -3.61630 -1.91118 4.22640 0.0 0.0 0.0 -0.70
H -1.66094 -4.46915 -4.05084 0.0 0.0 0.0 0.42
H 3.90493 1.50857 -1.79234 0.0 0.0 0.0 0.47
H -4.06444 1.95111 -4.38313 0.0 0.0 0.0 0.41
C 2.34489 0.51927 4.44708 0.1 0.1 0.1 -0.03
H -1.48021 0.62161 2.25655 0.0 0.0 0.0 -0.15
```
Forces are in eV/Å.